Record 1
Formula: C17H39OP3SeV
Source: the OMol25 dataset
Level of theory: wB97M-V/def2-TZVPD

```
62
Properties=species:S:1:pos:R:3:forces:R:3
V -0.211 0.212 -1.402 0.179 0.028 1.116
P -1.422 -1.466 0.092 -1.592 -1.195 1.003
P 1.308 -0.118 0.871 2.018 0.072 2.512
P 1.545 -1.280 -2.264 0.971 -0.692 -0.786
H -2.586 3.624 -5.659 -0.152 -0.364 -0.060
C -2.817 2.714 -6.226 -0.896 -0.517 0.511
C -3.503 1.664 -5.721 0.389 0.465 -1.398
H -3.877 1.600 -4.703 0.010 0.186 -0.026
C -2.742 -0.769 1.141 -0.032 0.849 -0.098
C -0.977 -3.000 1.023 1.045 0.194 -0.177
C -2.287 -2.104 -1.387 0.447 0.473 -0.797
C 2.543 1.237 0.874 -0.155 0.587 -1.080
C 0.585 0.112 2.533 -1.159 0.121 0.399
C 2.441 -1.537 1.303 -0.412 -0.713 -1.156
C 0.808 -1.319 -3.918 -0.722 0.161 -0.171
C 1.768 -3.056 -1.898 -0.343 0.316 0.505
C 3.202 -0.528 -2.495 -0.266 0.278 0.517
H -2.527 2.735 -7.270 -0.028 -0.060 0.014
H -3.749 0.822 -6.393 0.067 0.508 0.518
H -3.327 -0.032 0.570 0.088 -0.274 0.126
H -2.347 -0.231 2.017 -0.036 -0.327 -0.274
H -3.410 -1.588 1.468 0.373 0.194 -0.198
H -0.670 -2.752 2.048 -0.190 0.006 -0.261
H -0.135 -3.511 0.538 -0.242 -0.029 0.102
H -1.836 -3.698 1.067 0.172 0.579 -0.204
H -2.791 -1.295 -1.950 -0.011 -0.328 0.209
H -3.046 -2.828 -1.048 0.112 0.223 -0.052
H -1.589 -2.615 -2.071 -0.310 -0.002 0.271
H 3.158 1.220 1.785 -0.394 -0.275 -0.100
H 2.025 2.200 0.815 0.167 0.002 0.102
H 3.220 1.163 0.016 -0.098 0.042 0.103
H 1.299 0.655 3.187 -0.022 -0.344 -0.628
H 0.355 -0.844 3.039 0.162 0.284 -0.440
H -0.330 0.730 2.548 0.429 -0.263 -0.089
H 3.069 -1.365 2.189 -0.451 0.678 -0.079
H 3.129 -1.763 0.487 -0.006 0.011 0.009
H 1.859 -2.437 1.516 0.001 0.028 -0.075
H 1.545 -1.745 -4.621 -0.167 0.110 0.178
H 0.550 -0.302 -4.243 0.126 -0.394 -0.164
H -0.104 -1.948 -3.929 0.452 0.264 -0.097
H 2.357 -3.493 -2.719 -0.098 0.162 0.243
H 0.775 -3.533 -1.873 0.381 0.011 0.005
H 2.279 -3.185 -0.935 -0.111 -0.180 -0.369
H 3.780 -1.147 -3.199 -0.196 0.092 0.223
H 3.716 -0.482 -1.521 -0.006 -0.069 -0.452
H 3.110 0.496 -2.895 0.029 -0.403 0.115
C -0.235 2.387 -1.959 -1.223 1.276 -0.503
C -1.195 1.886 -2.916 -0.016 0.198 0.852
C -0.812 1.740 -4.256 0.055 -0.526 -0.070
C 0.417 2.181 -4.701 1.887 0.724 0.126
C 1.349 2.749 -3.815 -0.728 -0.224 -0.266
C 0.994 2.871 -2.464 0.169 -0.172 1.377
Se -0.932 2.781 -0.049 1.508 -1.197 -1.768
H -2.280 3.246 -0.385 -0.223 -0.225 -0.370
H -2.250 1.927 -2.619 0.154 -0.680 -0.232
H -1.409 1.328 -5.058 -0.719 -0.047 0.580
H 0.697 2.136 -5.763 -0.354 -0.104 0.440
H 2.289 3.118 -4.222 -0.102 0.103 0.381
H 1.601 3.382 -1.721 0.438 -0.039 -0.407
O -1.680 2.009 2.902 0.320 -0.534 -1.522
H -2.065 2.067 3.754 -0.819 0.066 1.643
H -1.484 2.907 2.670 0.127 0.887 0.185
```
Positions in Å, forces in eV/Å.

Values from the calculation:
- M (Da) = 482.324
- max |F| (eV Å⁻¹) = 3.2
- orbital gap (spin up / spin down) (eV) = 3.584 / 4.562
- multiplicity = 2
- energy above the lowest of the compared OMol25 structures with the same formula, charge and spin (kcal/mol) = 0.0
- <S²> = 1.248
- HOMO level (spin up / spin down) (eV) = -19.33 / -19.36
- LUMO level (spin up / spin down) (eV) = -15.7 / -14.8
- total charge = +4

Record 2
Formula: C39H26Br2F7N4O3S2TeTi
Source: the OMol25 dataset
Level of theory: wB97M-V/def2-TZVPD

```
85
Properties=species:S:1:pos:R:3:forces:R:3
Ti 0.455 -0.396 -0.003 -0.088 0.122 0.275
Br -2.024 -4.488 -1.450 0.011 0.004 -0.001
C -2.746 -2.931 -0.687 -0.055 -0.037 0.115
C -4.148 -2.807 -0.537 0.059 -0.025 -0.008
C -4.700 -1.698 0.036 0.015 0.009 0.006
Br -6.572 -1.591 0.235 -0.036 0.000 0.002
C -3.880 -0.625 0.476 0.001 0.035 0.026
C -4.308 0.585 1.062 -0.047 -0.015 -0.010
C -3.385 1.535 1.410 0.080 0.006 0.001
C -2.021 1.306 1.157 -0.021 0.025 -0.023
N -1.597 0.193 0.607 0.043 -0.021 -0.076
C -2.499 -0.773 0.299 -0.044 -0.025 0.014
C -1.915 -1.936 -0.252 0.010 0.012 -0.112
O -0.590 -1.944 -0.288 0.057 -0.011 0.027
H -4.780 -3.614 -0.877 -0.007 0.003 0.000
H -5.364 0.752 1.230 0.001 -0.001 0.001
H -3.688 2.465 1.868 -0.005 0.000 0.002
H -1.263 2.041 1.393 -0.013 -0.005 0.013
F -3.038 0.729 -4.135 0.017 -0.008 0.003
C -1.784 0.408 -3.779 -0.038 0.048 -0.033
C -1.472 0.354 -2.433 -0.001 0.013 0.010
C -0.179 0.042 -2.028 -0.064 -0.030 -0.102
C 0.797 -0.169 -3.022 0.030 0.008 -0.012
C 0.422 -0.116 -4.362 0.026 -0.019 -0.047
F 1.331 -0.341 -5.330 -0.006 0.003 0.006
C -0.863 0.164 -4.775 0.017 -0.003 0.078
C 2.182 -0.316 -2.546 -0.017 0.015 0.038
C 3.334 -0.359 -3.330 -0.062 0.000 0.031
C 4.571 -0.340 -2.713 0.026 0.001 0.018
C 4.653 -0.277 -1.328 0.015 0.009 0.000
C 3.480 -0.282 -0.609 -0.049 -0.012 -0.034
N 2.277 -0.317 -1.201 0.079 -0.008 -0.055
H -2.268 0.588 -1.739 0.008 -0.014 0.001
H -1.123 0.196 -5.823 -0.001 -0.002 -0.003
H 3.257 -0.386 -4.402 0.013 -0.001 -0.009
H 5.470 -0.363 -3.314 0.002 0.004 0.003
H 5.600 -0.235 -0.811 0.010 -0.003 -0.019
H 3.481 -0.262 0.472 0.004 -0.002 0.001
F 2.654 -0.479 3.119 -0.146 0.096 0.059
Te 1.458 -1.835 2.658 0.604 -0.605 -0.074
F 0.725 0.153 1.906 -0.108 0.056 -0.078
F 1.308 -2.028 4.495 -0.007 0.042 0.029
F 3.060 -2.839 2.764 -0.089 0.053 0.023
F -0.411 -1.677 2.771 -0.132 0.086 0.086
O 1.678 -1.783 0.838 -0.014 0.083 -0.015
N 2.187 -4.520 0.712 0.011 -0.038 0.079
C 1.191 -4.728 1.563 0.055 0.046 -0.080
N 0.765 -3.889 2.502 -0.259 -0.098 0.022
C -0.312 -4.450 3.250 0.143 0.038 -0.007
C -0.967 -3.913 4.355 -0.009 0.022 -0.039
C -1.981 -4.646 4.946 -0.020 -0.019 0.022
C -2.353 -5.901 4.471 0.019 0.028 -0.009
C -1.693 -6.453 3.390 0.002 -0.002 -0.001
C -0.676 -5.714 2.802 -0.072 -0.107 0.034
S 0.330 -6.226 1.478 0.016 0.066 0.010
H 2.674 -3.639 0.701 -0.018 0.053 -0.042
H 2.402 -5.214 0.019 0.000 0.002 -0.006
H -0.696 -2.951 4.753 -0.010 0.010 0.002
H -2.490 -4.230 5.804 0.002 0.007 -0.003
H -3.149 -6.451 4.953 -0.003 0.004 0.003
H -1.952 -7.434 3.017 0.006 0.002 -0.007
O 0.739 1.669 0.054 -0.034 0.122 -0.184
S 1.177 2.593 -1.089 0.049 -0.086 -0.121
C 2.251 3.731 -0.255 0.043 0.050 0.177
C 2.892 4.704 -1.010 -0.029 -0.005 0.021
C 3.733 5.595 -0.365 0.021 0.014 -0.037
C 3.933 5.495 1.006 0.020 0.013 0.044
C 3.301 4.504 1.741 -0.027 -0.045 -0.038
C 2.448 3.605 1.111 0.078 0.026 -0.051
C -0.211 3.633 -1.443 0.014 -0.020 0.027
C -0.683 3.623 -2.747 -0.032 -0.001 0.024
C -1.797 4.391 -3.062 0.003 -0.005 -0.003
C -2.417 5.141 -2.075 0.000 0.000 -0.006
C -1.930 5.142 -0.770 0.016 -0.007 0.017
C -0.815 4.389 -0.446 -0.036 0.040 -0.025
H 2.735 4.769 -2.080 -0.012 0.009 0.004
H 4.240 6.363 -0.933 -0.005 -0.002 -0.004
H 4.596 6.191 1.504 0.000 0.004 -0.009
H 3.473 4.423 2.806 -0.005 -0.002 0.004
H 1.962 2.807 1.656 -0.012 0.017 0.030
H -0.195 3.015 -3.499 0.003 -0.010 -0.001
H -2.179 4.395 -4.073 -0.004 -0.001 0.003
H -3.286 5.737 -2.321 -0.001 -0.003 -0.003
H -2.416 5.741 -0.012 0.000 0.002 -0.001
H -0.411 4.398 0.559 0.007 -0.013 -0.006
```
Positions in Å, forces in eV/Å.

Values from the calculation:
- M (Da) = 1131.057
- max |F| (eV Å⁻¹) = 0.9
- orbital gap (eV) = 7.109
- multiplicity = 1
- energy above the lowest of the compared OMol25 structures with the same formula, charge and spin (kcal/mol) = 61.4
- HOMO level (eV) = -10.52
- LUMO level (eV) = -3.4
- total charge = +1